1.
{
  "formula": "C35H49N10SSiTa",
  "method": "ωB97M-V/def2-TZVPD",
  "spin_multiplicity": 1,
  "relative_energy_kj_mol": 0.0,
  "e_tot_ha": -2654.0679,
  "homo_ev": -18.20,
  "charge": 4,
  "max_force_ev_per_a": 0.8,
  "elements": ["Ta", "C", "N", "C", "C", "N", "C", "C", "C", "C", "C", "C", "N", "C", "N", "C", "C", "N", "C", "C", "N", "C", "C", "H", "H", "H", "H", "H", "H", "H", "H", "H", "H", "H", "H", "H", "H", "H", "H", "H", "H", "H", "H", "H", "H", "H", "H", "H", "H", "H", "H", "C", "Si", "C", "C", "C", "C", "C", "C", "N", "C", "S", "H", "H", "H", "H", "H", "H", "H", "H", "H", "H", "H", "H", "C", "C", "N", "C", "C", "C", "C", "C", "C", "C", "C", "N", "C", "N", "H", "H", "H", "H", "H", "H", "H", "H", "H"],
  "xyz": [[0.0573, -0.0214, -0.1498], [-3.3236, 1.1226, 2.5638], [-2.1541, 0.2352, 2.4472], [-2.4940, -1.2007, 2.4437], [-0.9031, 0.6647, 2.6496], [0.1161, 0.0708, 1.8646], [1.3490, -0.3108, 2.4997], [1.5352, -0.5534, 3.8504], [2.8223, -0.7891, 4.3135], [3.9004, -0.7604, 3.4337], [3.6967, -0.5986, 2.0675], [2.4028, -0.4480, 1.6050], [2.0031, -0.3250, 0.2221], [2.8817, -0.7257, -0.8043], [3.4632, -1.9054, -0.7526], [2.9272, -3.0299, 0.0290], [4.7824, -2.1742, -1.3635], [3.0750, 0.1427, -1.7984], [2.9939, 1.5975, -1.6040], [3.4074, -0.2592, -3.1742], [-0.6060, 1.6499, 3.4707], [-1.4385, 1.9829, 4.6475], [0.6533, 2.4103, 3.4443], [-4.0069, 0.8595, 1.7571], [-3.0232, 2.1612, 2.4543], [-3.8512, 0.9861, 3.5064], [-3.0917, -1.4116, 3.3316], [-1.5954, -1.8095, 2.4851], [-3.0849, -1.4481, 1.5650], [0.6989, -0.5485, 4.5402], [2.9887, -0.9741, 5.3661], [4.9074, -0.8823, 3.8100], [4.5405, -0.6140, 1.3880], [1.8826, -2.8667, 0.2762], [3.5044, -3.1703, 0.9421], [3.0128, -3.9276, -0.5808], [5.2833, -1.2441, -1.6153], [4.6919, -2.8066, -2.2449], [5.3775, -2.7053, -0.6220], [3.0123, 1.8512, -0.5479], [2.1001, 2.0093, -2.0843], [3.8594, 2.0617, -2.0760], [4.4105, 0.0712, -3.4418], [2.6964, 0.2243, -3.8452], [3.3274, -1.3324, -3.2976], [-2.1872, 1.2208, 4.8227], [-1.9074, 2.9581, 4.5279], [-0.7743, 2.0189, 5.5104], [1.1895, 2.2637, 2.5138], [1.2959, 2.0959, 4.2655], [0.4123, 3.4642, 3.5742], [-1.4058, -5.2912, -4.0068], [-2.5128, -4.1064, -3.1165], [-2.8766, -4.5940, -1.3633], [-4.0679, -3.7818, -4.0706], [-1.5642, -2.4034, -3.1635], [-1.4187, -1.7824, -4.4215], [-0.7722, -0.5592, -4.5918], [-0.2528, 0.0740, -3.4891], [-0.3547, -0.4905, -2.2685], [-0.9918, -1.6874, -2.1392], [-0.9368, -2.1285, -0.4040], [-1.9530, -6.2227, -4.1756], [-0.5021, -5.5433, -3.4480], [-1.1090, -4.9113, -4.9871], [-3.4878, -5.5000, -1.4019], [-3.4587, -3.8418, -0.8247], [-1.9878, -4.8432, -0.7792], [-4.7237, -4.6507, -3.9677], [-3.8767, -3.6573, -5.1390], [-4.6237, -2.9117, -3.7138], [-1.8327, -2.2735, -5.2964], [-0.6803, -0.1028, -5.5689], [0.2236, 1.0408, -3.5514], [-1.0104, 4.1778, -0.0834], [-0.4187, 2.9546, 0.0774], [-0.9096, 1.8303, -0.5239], [-1.9998, 1.9523, -1.3305], [-2.6437, 3.1570, -1.5421], [-2.1488, 4.2790, -0.8802], [-3.8681, 3.2321, -2.3776], [-3.9272, 3.3473, -3.7006], [-2.8088, 3.5151, -4.6521], [-3.0879, 3.7605, -5.9864], [-2.0125, 3.9525, -6.8433], [-0.7543, 3.9323, -6.4033], [-0.6001, 3.7259, -5.1051], [-1.5438, 3.4869, -4.1972], [-0.5956, 5.0470, 0.4094], [0.4633, 2.8355, 0.6891], [-2.3821, 1.0518, -1.7894], [-2.6375, 5.2377, -1.0114], [-4.7985, 3.2564, -1.8183], [-4.9135, 3.4104, -4.1459], [-4.1062, 3.8107, -6.3481], [-2.1568, 4.1300, -7.9023], [0.4258, 3.7551, -4.7409]]
}

2.
{
  "formula": "C22H61N5O7",
  "method": "ωB97M-V/def2-TZVPD",
  "spin_multiplicity": 1,
  "relative_energy_kj_mol": 678.6,
  "e_tot_ha": -1674.9421,
  "homo_ev": -8.44,
  "max_force_ev_per_a": 4.2,
  "smiles": "COC[C@H](C)N.COC[C@H](C)N.COC[C@H](C)N.COC[C@H](C)N.COC[C@H](C)N.OCCO",
  "elements": ["C", "C", "C", "O", "C", "N", "H", "H", "H", "H", "H", "H", "H", "H", "H", "H", "H", "C", "C", "C", "O", "C", "N", "H", "H", "H", "H", "H", "H", "H", "H", "H", "H", "H", "C", "C", "C", "O", "C", "N", "H", "H", "H", "H", "H", "H", "H", "H", "H", "H", "H", "C", "C", "C", "O", "C", "N", "H", "H", "H", "H", "H", "H", "H", "H", "H", "H", "H", "C", "C", "C", "O", "C", "N", "H", "H", "H", "H", "H", "H", "H", "H", "H", "H", "H", "C", "C", "O", "O", "H", "H", "H", "H", "H", "H"],
  "xyz": [[4.8458, -0.3510, -1.8661], [5.6092, 0.7906, -2.3641], [6.5921, 0.5100, -3.5873], [7.3041, 1.5786, -4.0080], [7.4475, 1.7316, -5.4587], [4.7187, 1.9030, -2.5651], [4.7135, -0.2627, -0.7878], [5.4416, -1.2581, -1.9675], [3.8126, -0.5135, -2.1731], [6.3027, 1.1984, -1.6288], [5.8271, 0.2342, -4.3132], [7.3102, -0.2723, -3.3417], [6.4218, 1.7843, -5.8239], [7.6600, 0.8525, -6.0672], [8.1800, 2.5050, -5.6897], [4.1094, 1.8173, -3.3660], [5.4287, 2.5408, -2.8955], [-4.4417, -3.0960, 0.4567], [-4.3744, -3.2421, 2.0163], [-5.6564, -3.0833, 2.8701], [-6.0916, -1.7313, 2.7148], [-7.3111, -1.3093, 3.3489], [-4.0738, -4.6109, 2.1226], [-5.0266, -3.7818, -0.1563], [-3.4661, -2.9811, -0.0155], [-4.8249, -2.1076, 0.2033], [-3.6675, -2.6666, 2.6139], [-5.5923, -3.3836, 3.9160], [-6.4145, -3.7964, 2.5463], [-8.1582, -1.9339, 3.0652], [-7.4095, -0.2856, 2.9878], [-7.1796, -1.1414, 4.4178], [-4.5838, -5.2624, 2.7019], [-4.2938, -4.8939, 1.1784], [2.2491, 6.7043, -3.3660], [1.7541, 5.3025, -2.7646], [2.0570, 4.0533, -3.6531], [1.6120, 2.8456, -3.2919], [1.1435, 1.9041, -4.2421], [2.5583, 5.0520, -1.6185], [1.4333, 7.4252, -3.4191], [2.5403, 6.7345, -4.4159], [3.0727, 7.0930, -2.7670], [0.7974, 5.2362, -2.2466], [3.1377, 3.9375, -3.7361], [1.6771, 4.2877, -4.6475], [1.8922, 1.2782, -4.7278], [0.6181, 2.3979, -5.0595], [0.4313, 1.3137, -3.6657], [3.4860, 4.7163, -1.8347], [2.4359, 4.2951, -0.9610], [0.7335, -0.5361, -1.1244], [-0.5757, -0.3652, -0.2676], [-1.8244, -0.0795, -1.1111], [-2.7785, 0.4160, -0.1247], [-3.9729, 0.9670, -0.6306], [-0.7848, -1.7191, 0.3700], [1.5068, -0.7680, -0.3920], [1.0296, 0.4066, -1.5845], [0.7719, -1.2813, -1.9190], [-0.4449, 0.4461, 0.4485], [-2.2407, -0.9206, -1.6654], [-1.5227, 0.5891, -1.9174], [-3.8838, 1.9846, -1.0112], [-4.6991, 1.0057, 0.1812], [-4.3301, 0.4252, -1.5064], [0.0037, -1.9599, 0.9535], [-1.4399, -1.3616, 1.0506], [-3.5005, 0.6471, 3.6658], [-3.0035, -0.3841, 4.6396], [-2.1320, 0.2634, 5.7807], [-0.9786, 1.0243, 5.3276], [0.0857, 0.2422, 4.7361], [-4.2665, -1.0077, 5.2472], [-3.8989, 0.1057, 2.8077], [-2.5468, 1.0562, 3.3324], [-4.1223, 1.4667, 4.0259], [-2.4775, -1.1065, 4.0154], [-1.8728, -0.6265, 6.3542], [-2.6421, 0.9654, 6.4403], [-0.0904, -0.0381, 3.6976], [0.0308, -0.7064, 5.2702], [1.1345, 0.4104, 4.9807], [-3.8415, -1.7197, 5.8239], [-4.6909, -1.5486, 4.5074], [1.7998, -4.2264, 0.9619], [2.6169, -3.4306, -0.0772], [3.5640, -2.5955, 0.5224], [1.0969, -3.3201, 1.8009], [2.4129, -4.9175, 1.5403], [1.0929, -4.8985, 0.4753], [1.9854, -2.9960, -0.8521], [3.1626, -4.1001, -0.7421], [3.1129, -2.0299, 1.1534], [0.3656, -3.8369, 2.1469]]
}

3.
{
  "formula": "C4H12",
  "method": "ωB97M-V/def2-TZVPD",
  "spin_multiplicity": 1,
  "relative_energy_kj_mol": 77.6,
  "e_tot_ha": -159.5554,
  "homo_ev": -11.16,
  "max_force_ev_per_a": 2.3,
  "smiles": "CC.CC",
  "elements": ["C", "C", "H", "H", "H", "H", "H", "H", "C", "C", "H", "H", "H", "H", "H", "H"],
  "xyz": [[0.1939, 2.5695, 0.7470], [0.5359, 2.3018, -0.7268], [-0.0806, 3.5597, 1.1085], [-0.7106, 1.9721, 0.9936], [0.9289, 2.1042, 1.3944], [1.3501, 1.5757, -0.7127], [0.7668, 3.2038, -1.2769], [-0.3266, 1.8583, -1.2243], [0.0130, -1.7180, -0.4062], [-0.6862, -2.9270, 0.2349], [-0.5801, -1.4215, -1.2624], [0.2765, -1.0105, 0.3729], [0.9590, -2.1275, -0.7507], [-1.4775, -3.3812, -0.3610], [-0.1025, -3.7724, 0.6149], [-1.0600, -2.7871, 1.2550]]
}

4.
{
  "formula": "C20H60O10",
  "method": "ωB97M-V/def2-TZVPD",
  "spin_multiplicity": 1,
  "relative_energy_kj_mol": 140.2,
  "e_tot_ha": -1550.2829,
  "homo_ev": -9.58,
  "max_force_ev_per_a": 2.3,
  "smiles": "CCO.CCO.CCO.CCO.CCO.CCO.CCO.CCO.CCO.CCO",
  "elements": ["C", "C", "O", "H", "H", "H", "H", "H", "H", "C", "C", "O", "H", "H", "H", "H", "H", "H", "C", "C", "O", "H", "H", "H", "H", "H", "H", "C", "C", "O", "H", "H", "H", "H", "H", "H", "C", "C", "O", "H", "H", "H", "H", "H", "H", "C", "C", "O", "H", "H", "H", "H", "H", "H", "C", "C", "O", "H", "H", "H", "H", "H", "H", "C", "C", "O", "H", "H", "H", "H", "H", "H", "C", "C", "O", "H", "H", "H", "H", "H", "H", "C", "C", "O", "H", "H", "H", "H", "H", "H"],
  "xyz": [[-2.6787, -2.3867, -3.7869], [-2.5711, -0.9820, -4.3744], [-3.8480, -0.3836, -4.3583], [-3.3482, -3.0150, -4.3806], [-3.1308, -2.2659, -2.7996], [-1.7711, -2.9883, -3.6971], [-2.2171, -0.9896, -5.4052], [-1.8565, -0.4283, -3.7527], [-4.0583, -0.0754, -3.4579], [1.1804, 3.6951, -1.0327], [2.2968, 4.6849, -1.2940], [1.8880, 6.0402, -1.1277], [1.5482, 2.7256, -1.3815], [0.2751, 3.9578, -1.5747], [1.0478, 3.5347, 0.0381], [2.6750, 4.5593, -2.3177], [3.1429, 4.4834, -0.6252], [2.6745, 6.5893, -1.1128], [-6.5952, 0.8689, -2.3216], [-5.6789, -0.1907, -1.7172], [-4.3262, 0.2606, -1.7016], [-6.4554, 1.8175, -1.8023], [-7.6561, 0.6289, -2.2234], [-6.3917, 0.9315, -3.3910], [-5.7383, -1.1319, -2.2613], [-6.0346, -0.4237, -0.7069], [-4.2594, 0.9710, -1.0568], [-0.8749, -2.4715, 4.1133], [-2.0656, -1.5114, 4.1155], [-3.1063, -2.0791, 3.3218], [-1.1906, -3.4674, 4.4351], [-0.0733, -2.1669, 4.7905], [-0.5049, -2.6097, 3.0974], [-1.7743, -0.5262, 3.7496], [-2.4131, -1.3365, 5.1402], [-3.5569, -2.7243, 3.8727], [-0.1155, 2.0248, 2.7293], [0.2299, 1.5923, 4.1350], [1.1721, 2.4655, 4.7240], [-0.9853, 1.4997, 2.3355], [0.7044, 1.8028, 2.0407], [-0.2802, 3.1021, 2.6651], [0.5657, 0.5496, 4.0687], [-0.6918, 1.5879, 4.7300], [1.0890, 2.4057, 5.6781], [2.6614, -1.8028, 3.5342], [3.1137, -1.5822, 4.9456], [3.9988, -2.6386, 5.3142], [2.2657, -2.8041, 3.3625], [3.4733, -1.7201, 2.8053], [1.9557, -1.0345, 3.2183], [2.2586, -1.5672, 5.6357], [3.6263, -0.6239, 5.0886], [4.3239, -2.5010, 6.2068], [4.9114, 1.6540, 0.5280], [3.4615, 1.3334, 0.8623], [2.9243, 0.7296, -0.3356], [5.3675, 2.2158, 1.3501], [4.9311, 2.3576, -0.3073], [5.4725, 0.7594, 0.2758], [2.9044, 2.2491, 1.0735], [3.3988, 0.5574, 1.6280], [2.3579, -0.0121, -0.0390], [-0.1261, 2.0099, -4.0862], [0.9535, 2.8270, -4.7846], [1.8990, 1.8834, -5.3639], [-0.7152, 1.4156, -4.7859], [-0.8039, 2.7109, -3.5874], [0.3073, 1.2855, -3.3982], [1.5365, 3.3904, -4.0531], [0.6155, 3.4470, -5.6084], [2.4927, 1.5736, -4.6761], [0.5139, -3.8487, -2.1026], [1.1443, -4.8103, -1.1068], [1.3338, -4.0231, 0.0909], [-0.4216, -3.4479, -1.7141], [0.2246, -4.4314, -2.9851], [1.1427, -3.0428, -2.4758], [2.1031, -5.2212, -1.4259], [0.4361, -5.6080, -0.8711], [1.5306, -4.6083, 0.8306], [-0.6404, 0.0488, -0.4726], [-0.2150, -0.9235, 0.6134], [1.1718, -1.2542, 0.4234], [-1.6202, 0.4813, -0.2446], [-0.6378, -0.3798, -1.4730], [0.0233, 0.9172, -0.4868], [-0.8018, -1.8481, 0.6079], [-0.2883, -0.5297, 1.6324], [1.1930, -2.2084, 0.2363]]
}

5.
{
  "formula": "C31H49CoN6Sb2Se",
  "method": "ωB97M-V/def2-TZVPD",
  "spin_multiplicity": 4,
  "relative_energy_kj_mol": 32.0,
  "e_tot_ha": -5802.9145,
  "homo_ev": [-14.52, -14.68],
  "charge": 3,
  "max_force_ev_per_a": 3.7,
  "elements": ["Co", "C", "Sb", "C", "C", "C", "C", "C", "C", "C", "C", "C", "Sb", "C", "C", "H", "H", "H", "H", "H", "H", "H", "H", "H", "H", "H", "H", "H", "H", "H", "H", "H", "H", "H", "H", "C", "C", "C", "C", "N", "N", "C", "H", "H", "H", "H", "H", "H", "H", "H", "C", "C", "N", "C", "C", "N", "C", "C", "H", "H", "H", "H", "H", "H", "H", "H", "H", "H", "H", "H", "H", "C", "N", "C", "Se", "N", "C", "C", "C", "C", "C", "C", "H", "H", "H", "H", "H", "H", "H", "H"],
  "xyz": [[-0.4087, 0.5300, -0.6979], [3.3430, 1.1269, -1.9990], [2.1914, -0.2234, -0.7875], [3.1326, -2.0083, -1.6468], [3.4877, -0.4249, 1.0699], [3.5527, 0.6460, 1.9936], [4.5319, 1.6010, 1.9085], [4.6561, 2.5365, 2.9073], [3.6419, 2.7071, 3.8390], [2.5824, 1.7799, 3.9262], [2.5357, 0.7196, 3.0187], [1.4688, -0.2385, 3.1397], [-0.3393, 0.3274, 1.9332], [-0.4290, 2.3404, 2.9088], [-1.7855, -0.6093, 3.2548], [4.1046, 1.6587, -1.4467], [2.7081, 1.8178, -2.5333], [3.8458, 0.5025, -2.6806], [4.2041, -1.9129, -1.6483], [2.7035, -2.0536, -2.6506], [2.7961, -2.8910, -1.0980], [4.4389, -0.5939, 0.5205], [3.2504, -1.3593, 1.5031], [5.2757, 1.5615, 1.1640], [5.3742, 3.3359, 2.9283], [3.7908, 3.5357, 4.5608], [1.7486, 1.8954, 4.6376], [1.2721, -0.3280, 4.1951], [1.7493, -1.2419, 2.7837], [-0.5991, 2.1490, 3.9724], [-1.2643, 2.7893, 2.4379], [0.4992, 2.9423, 2.7823], [-2.8304, -0.4270, 2.9990], [-1.6610, -0.3460, 4.3637], [-1.5397, -1.6706, 3.0592], [1.0916, 5.7067, 0.0757], [0.7821, 4.4972, -0.7378], [0.8057, 4.2068, -2.1074], [0.1972, 2.9440, -2.2888], [-0.0273, 2.3925, -1.0913], [0.3878, 3.3538, -0.1571], [0.0652, 2.1612, -3.5830], [0.0908, 6.0399, 0.5667], [1.4825, 6.4826, -0.5884], [1.8082, 5.5417, 0.9270], [1.0892, 4.8336, -2.9774], [0.2511, 3.2405, 0.8471], [-0.5615, 2.6053, -4.2807], [-0.3414, 1.1392, -3.3849], [1.0643, 2.0621, -4.0337], [-4.5195, 1.1280, -2.6121], [-3.0407, 0.8758, -2.4021], [-2.7110, 0.5763, -0.9585], [-3.4279, -0.6595, -0.5322], [-4.8868, -0.6272, -0.9713], [-5.2470, 0.7700, -1.3710], [-4.8005, 1.7989, -0.3174], [-3.2725, 1.7368, -0.2408], [-4.9171, 0.4931, -3.4600], [-4.6933, 2.1902, -2.8021], [-2.4171, 1.7309, -2.6955], [-2.6973, 0.0398, -3.0903], [-3.3518, -0.7460, 0.5742], [-2.9468, -1.5402, -0.9496], [-5.5734, -0.9514, -0.1544], [-4.9518, -1.3052, -1.8528], [-6.2585, 0.8106, -1.5283], [-5.2917, 1.5544, 0.6411], [-5.1437, 2.8019, -0.6801], [-2.8856, 1.7273, 0.7985], [-2.9084, 2.6592, -0.6550], [-0.5884, -4.6384, -2.8347], [-0.1892, -4.2269, -1.4980], [-0.0217, -2.9619, -1.0702], [-0.5036, -1.5492, -2.2384], [0.4216, -2.9655, 0.1859], [0.7893, -4.2601, 0.5801], [1.1522, -4.7370, 1.7883], [1.2444, -6.1650, 1.9055], [0.8807, -6.9949, 0.8589], [0.2929, -6.5022, -0.3153], [0.2739, -5.1327, -0.4091], [-0.9893, -5.6940, -2.9724], [0.2314, -4.5298, -3.5498], [-1.3737, -3.9670, -3.2442], [0.4015, -2.1607, 0.8471], [1.3321, -4.1446, 2.6781], [1.5395, -6.6211, 2.8448], [0.9051, -8.0433, 1.0111], [-0.0706, -7.1508, -1.1126]]
}

What is the formula in the fifth record? C31H49CoN6Sb2Se